{"formula": "C19H38O2", "method": "ωB97M-V with the def2-TZVPD basis set", "symbols": ["H", "H", "H", "O", "H", "C", "H", "C", "H", "H", "H", "H", "C", "H", "H", "H", "O", "C", "C", "H", "H", "C", "C", "C", "H", "H", "H", "H", "H", "C", "H", "H", "H", "H", "C", "C", "H", "C", "H", "H", "C", "H", "H", "C", "H", "H", "H", "H", "C", "H", "C", "C", "H", "H", "C", "C", "H", "H", "H"], "coordinates": [[1.986, -8.004, -0.959], [-3.247, 7.768, 0.336], [-1.487, -0.855, 0.379], [-0.451, 5.329, 3.258], [-1.135, -2.859, -2.022], [-0.320, -2.753, -1.302], [-2.454, 6.332, -0.327], [0.892, -3.538, -1.796], [-2.229, 6.390, 2.162], [-0.631, 1.378, -1.516], [1.657, 5.271, 0.778], [-0.267, 1.027, 1.493], [0.586, -5.003, -2.113], [2.389, -9.961, -3.344], [-1.662, 7.906, -0.440], [0.494, 3.343, -0.342], [-0.379, 6.351, 1.262], [0.282, -5.837, -0.870], [0.047, 1.426, 0.526], [0.023, -9.655, -2.610], [-0.413, -7.779, -0.281], [0.090, 5.529, 2.202], [1.174, -8.091, -1.685], [2.043, -10.357, -2.392], [-0.266, -5.052, -2.796], [2.165, 2.890, 1.474], [2.151, 5.119, 2.482], [1.270, -3.058, -2.703], [1.135, -5.792, -0.188], [-1.613, 7.040, 1.527], [-0.840, 8.128, 3.217], [-0.827, -7.341, -1.937], [1.527, -7.676, -2.630], [2.863, -10.296, -1.679], [-2.290, 7.277, 0.185], [0.000, -1.271, -1.119], [0.828, -1.173, -0.414], [1.377, 4.873, 1.753], [1.022, 0.996, 0.288], [-0.578, -5.406, -0.353], [-1.208, -0.488, -0.611], [0.495, -9.994, -0.945], [-2.251, 8.873, 2.457], [-0.033, -7.299, -1.188], [0.325, -0.851, -2.074], [-0.787, 3.378, 0.870], [-2.051, -0.675, -1.281], [-1.920, 1.514, -0.320], [0.185, 2.943, 0.627], [0.866, 3.000, 2.669], [-0.969, 1.021, -0.540], [-1.323, 8.342, 2.266], [1.685, -3.491, -1.045], [1.449, -5.430, -2.627], [1.200, 3.353, 1.692], [0.840, -9.567, -1.890], [-0.664, -3.159, -0.349], [-0.667, 8.971, 1.670], [1.784, -11.404, -2.529]], "e_homo_ev": -10.2, "smiles": "CCCCCCCCCCCCCCCC(=O)OC(C)C", "e_above_lowest_kcal_mol": 6.52, "multiplicity": 1, "e_lumo_ev": 0.98}

***

{"formula": "C49H42BrF4N5O7ReTe", "method": "ωB97M-V with the def2-TZVPD basis set", "symbols": ["H", "O", "C", "H", "H", "O", "C", "H", "C", "H", "C", "C", "H", "C", "C", "C", "C", "C", "H", "N", "F", "H", "O", "H", "C", "C", "H", "N", "H", "C", "C", "Re", "H", "H", "H", "N", "O", "H", "C", "C", "H", "C", "C", "C", "Te", "H", "H", "H", "O", "H", "C", "H", "H", "H", "C", "H", "H", "C", "C", "C", "H", "C", "C", "C", "C", "C", "H", "H", "C", "O", "C", "C", "Br", "H", "C", "H", "H", "C", "C", "C", "H", "C", "C", "C", "N", "H", "H", "C", "C", "H", "F", "F", "H", "O", "C", "H", "H", "H", "H", "C", "C", "C", "N", "F", "C", "H", "C", "C", "C", "H"], "coordinates": [[-3.132, -4.084, -3.045], [-1.285, 0.518, -0.150], [0.813, 2.904, -7.213], [-0.254, 3.239, -7.291], [-0.626, -4.349, -2.676], [1.218, -0.124, 1.507], [-1.507, -0.823, 6.612], [-0.569, 0.296, -7.842], [-1.023, 2.873, -0.894], [2.440, 2.603, -4.937], [4.333, 1.401, 4.865], [-1.642, -1.733, 7.673], [2.320, -1.322, 4.364], [0.522, 0.441, -7.710], [2.598, -0.270, 4.510], [0.231, -0.171, -3.488], [1.792, 1.828, -4.536], [-0.608, -1.097, 5.563], [0.519, -4.152, 6.549], [2.763, 2.228, -2.333], [-0.825, -0.463, -5.560], [4.666, -0.744, 4.701], [-7.561, 1.850, 4.915], [1.623, 2.156, -10.436], [1.195, 0.062, -1.232], [-0.919, -2.950, 7.662], [0.399, -3.188, -0.748], [1.058, 2.062, -9.584], [-2.483, 1.792, 2.390], [1.632, 0.745, 4.483], [-3.410, -0.176, 2.602], [-0.575, -0.750, 1.450], [1.250, 4.082, -8.951], [5.388, 1.633, 4.979], [-0.385, -0.957, -3.085], [0.831, 1.512, -6.765], [-5.804, 2.896, 5.846], [4.142, 3.763, -2.019], [4.999, 2.511, -3.517], [0.105, -2.298, 5.544], [1.266, 2.876, 4.565], [-6.202, 2.030, 5.055], [-0.656, -3.088, -0.937], [1.526, -2.874, 1.892], [-0.457, 0.347, 3.941], [-6.239, -0.742, 4.451], [5.535, 1.830, -2.815], [-2.301, -1.493, 8.499], [0.664, -0.956, -0.791], [0.925, -0.523, -7.345], [-0.266, -4.889, 2.698], [-2.039, 0.133, 6.622], [-1.030, -3.669, 8.474], [4.728, 1.918, -4.413], [3.934, 0.060, 4.696], [-4.482, -1.641, 0.812], [5.743, 3.264, -3.854], [2.799, 1.919, -1.022], [-2.697, -2.242, -0.213], [-4.505, -0.851, 3.186], [3.455, 2.470, -0.357], [-4.140, 1.818, 3.758], [0.901, 1.181, -5.407], [-0.726, -3.590, 2.475], [3.361, 2.405, 4.842], [-1.248, -3.760, -1.999], [0.072, 2.283, -9.835], [2.250, -2.101, 1.626], [1.085, 0.502, -2.613], [-0.595, 2.034, 1.305], [-3.250, 1.202, 2.888], [2.008, 2.070, 4.650], [1.789, -6.965, 2.696], [2.582, 2.992, -8.471], [2.018, 0.950, -0.488], [-4.456, -2.854, -1.364], [-3.977, 2.857, 4.061], [0.144, -2.549, 2.032], [-3.390, -1.580, 0.817], [0.112, 0.170, -4.804], [3.282, 3.863, -3.578], [1.118, -5.199, 2.490], [1.141, 0.636, -9.104], [1.887, 1.519, -3.172], [-1.335, -2.225, -0.136], [0.767, -2.562, 4.745], [3.065, -4.387, 1.944], [-0.966, 1.674, 0.172], [2.001, -4.183, 2.097], [2.200, 0.335, -9.131], [-1.499, 2.589, -2.116], [0.256, 3.276, -1.054], [3.658, 3.453, 4.942], [2.879, 1.373, 1.741], [1.496, 3.070, -8.564], [0.605, -0.023, -9.804], [-4.639, -1.920, 2.974], [-1.784, -3.355, 2.703], [1.364, 3.527, -6.481], [-5.413, -0.186, 4.007], [-3.379, -2.925, -1.253], [-2.637, -3.617, -2.185], [-2.654, -0.874, 1.650], [-1.695, 3.953, -0.465], [2.096, 0.792, 0.967], [-7.791, 1.281, 4.142], [-0.068, -3.234, 6.587], [-5.266, 1.178, 4.262], [3.778, 3.164, -2.876], [-0.938, -5.682, 2.984]], "e_homo_ev": [-11.8, -12.2], "total_charge": 2, "e_above_lowest_kcal_mol": 0.00, "multiplicity": 4, "e_lumo_ev": [-5.67, -6.05]}